#one
91
Properties=species:S:1:pos:R:3 method="wB97M-V/def2-TZVPD" total_charge=-1 lumo_ev=2.48 e_homo_ha=-0.165 gap_ev=6.978 mol_weight_da=872.7
P -0.48 -1.25 1.92
C 1.51 1.02 1.82
H 0.47 1.25 2.06
H -1.79 5.43 0.62
C -2.42 -2.55 -1.64
C -2.70 -4.72 4.04
H 3.93 -4.95 0.93
H -3.24 -5.51 4.55
H 2.80 -2.00 -2.34
C -1.44 -3.93 2.17
C -1.94 3.31 0.95
H -2.73 0.20 -2.32
Sn 1.50 0.98 -0.44
C -1.33 -2.67 2.74
H -0.72 4.12 -6.21
H -2.36 2.26 -6.56
C -1.72 0.62 -2.32
H -0.56 -4.40 -1.03
C -0.35 -2.33 -3.05
H -2.33 -1.10 5.64
C -0.06 5.91 -1.34
C 3.83 -1.47 3.48
H -0.12 -2.34 -4.11
H -2.77 0.67 -4.71
C -1.64 4.73 1.43
H 1.98 -1.89 -3.92
H -2.23 -3.23 -3.57
H 4.85 -1.47 3.86
C 3.06 -2.62 3.55
N -1.32 -0.54 -0.42
H -3.43 -2.94 -1.61
O -1.23 2.91 -0.09
Cl -2.66 5.23 2.80
C -1.91 -2.43 4.00
C 1.20 -3.40 -0.34
H -2.20 -5.93 2.33
H 2.08 -0.48 -2.86
C 0.42 -4.52 -0.59
C -0.57 -1.65 0.08
O -0.95 4.92 -1.51
H 0.90 9.09 -1.88
C -1.40 1.59 -3.36
H 2.80 8.34 -0.52
H 3.92 0.59 2.89
C 0.93 8.07 -1.51
H -0.76 -0.82 4.87
H 2.51 -6.94 0.53
O 0.86 4.20 -0.19
N -0.90 0.25 -1.44
C -0.12 7.20 -1.83
C 2.00 7.65 -0.74
H -2.23 -0.30 4.06
H 3.07 -2.69 0.39
C -1.83 2.37 -5.61
B -0.32 3.70 -0.95
C 1.23 -1.43 2.51
H 2.14 1.86 2.11
H -3.03 -3.29 5.60
O 0.14 2.78 -1.99
C 1.76 -2.59 3.06
C -0.26 3.53 -4.21
C 2.00 -0.24 2.45
H 0.26 -6.65 -0.46
C -2.06 1.48 -4.58
C -0.92 3.41 -5.42
O -2.74 2.59 1.49
H -2.77 -1.87 0.36
H -0.98 -4.12 1.20
C -1.81 -1.09 4.68
C -2.13 -4.96 2.80
C 0.71 -1.99 -0.70
H 3.46 -3.54 3.97
C 2.94 -4.84 0.50
C 1.02 5.48 -0.56
H 0.43 4.34 -4.02
C -2.59 -3.47 4.63
C -2.02 -1.83 -0.42
C 0.88 -5.79 -0.27
C 2.06 6.34 -0.25
C -0.50 2.64 -3.16
C -1.72 -2.73 -2.76
H 1.16 -3.49 3.10
H -0.96 7.51 -2.43
O 1.64 -1.04 -0.28
C 2.47 -3.57 0.19
H -0.60 4.78 1.74
C 2.15 -5.95 0.28
C 1.95 -1.57 -2.88
H 2.89 6.00 0.35
C 0.64 -1.96 -2.25
C 3.30 -0.30 2.94

---

#two
91
Properties=species:S:1:pos:R:3 method="wB97M-V/def2-TZVPD" total_charge=-1 lumo_ev=2.47 e_homo_ha=-0.159 gap_ev=6.789 mol_weight_da=872.7
C 1.20 -3.63 -1.85
H -4.49 3.50 0.63
C 4.69 0.77 -0.81
H 1.45 0.27 -4.68
C 4.15 -1.40 -5.86
N 1.64 -1.13 0.07
C -3.47 2.03 1.81
C -0.43 -2.40 -3.19
C 2.35 -0.81 -1.12
C -0.32 2.54 3.10
C 2.94 -1.75 -0.10
H 3.70 -1.29 0.54
H 3.70 -2.84 -2.85
H 4.20 3.39 0.06
H 4.04 2.30 1.43
H -0.28 -1.80 -4.08
H 4.76 -0.92 -2.11
H 7.20 -1.16 -2.04
C 6.72 -0.37 -1.47
H 7.42 2.22 0.56
O -2.43 1.69 1.02
H 8.54 0.42 -0.69
H 1.00 2.86 -0.26
C 2.15 3.46 -4.57
H -4.75 -3.72 2.82
C 0.83 -2.45 -2.38
C -2.73 -4.37 2.53
H 1.96 4.06 -5.45
O -2.14 -0.63 0.84
C 4.36 -2.24 -4.78
H 2.91 0.15 -6.67
H 5.16 -2.96 -4.81
C 1.59 -1.13 -2.41
N 0.42 -1.58 0.19
C 2.51 -1.24 -3.62
C 3.28 2.67 -4.49
H 0.38 4.12 -3.58
H 5.48 3.34 1.30
C -3.56 -2.23 1.86
C -1.48 -4.03 2.05
O 1.63 1.36 2.33
H -1.04 2.10 3.79
C 4.76 2.74 0.73
H -4.42 0.88 4.87
Cl 0.78 3.57 4.00
C 3.51 1.91 -3.36
H 4.39 1.28 -3.31
C 3.54 -2.16 -3.67
H 2.48 -5.06 -0.93
H -0.76 -3.40 -3.47
H 4.79 -1.44 -6.73
P 2.87 0.96 -0.78
H 0.91 -2.97 1.62
H -6.25 3.82 2.33
Sn -0.65 0.73 -1.06
C 1.27 3.51 -3.51
H 3.87 -3.64 0.34
C -5.45 3.12 2.53
H -0.66 -4.72 2.13
C 0.43 1.44 2.34
C 7.47 0.52 -0.72
H 0.55 -4.47 -2.07
H 3.98 2.64 -5.32
C 5.45 1.67 -0.05
H -1.22 -1.91 -2.60
C -1.24 -2.78 1.47
C 6.83 1.53 -0.02
H -4.35 -1.50 1.80
O 0.73 -0.05 -2.56
C 2.62 1.93 -2.30
C -5.42 2.41 3.71
C 0.51 2.83 -1.25
C 0.12 -2.45 1.08
H -6.19 2.56 4.46
C 3.08 -3.19 -0.25
C 3.09 -0.50 -5.83
C -2.30 -1.87 1.38
C -4.43 1.47 3.96
C 1.48 2.77 -2.34
C -4.47 2.95 1.56
C -3.46 1.28 3.00
H -0.16 3.69 -1.34
O -2.42 0.42 3.03
C 2.27 -0.43 -4.72
C 5.34 -0.23 -1.52
B -1.82 0.50 1.68
O -0.34 0.61 1.68
C 2.30 -3.99 -0.99
H -0.85 3.15 2.36
C -3.78 -3.46 2.44
H -2.89 -5.34 2.98

---

Bottom line: #one, by a margin of 0.717 eV.

---

#one
6
Properties=species:S:1:pos:R:3 method="wB97M-V/def2-TZVPD" lumo_ev="-1.76 / -1.83" e_homo_ha="-0.320 / -0.320" gap_ev="6.950 / 6.877" smiles="C=S.O=S" mol_weight_da=94.2
H 1.37 0.12 -1.40
H 1.97 -0.71 0.20
C 1.42 0.06 -0.32
S 0.21 0.91 0.48
O -2.17 0.38 0.88
S -2.80 -0.74 0.15

---

#two
6
Properties=species:S:1:pos:R:3 method="wB97M-V/def2-TZVPD" lumo_ev=-0.07 e_homo_ha=-0.335 gap_ev=9.051 mol_weight_da=94.2
S 2.46 0.31 0.44
C 2.53 -0.89 -0.49
H -0.46 -1.03 0.50
O -1.08 0.97 -0.08
S -1.68 -0.52 0.41
H -1.76 1.17 -0.77

---

Bottom line: #two, by a margin of 0.169 eV.

---

#one
28
Properties=species:S:1:pos:R:3 method="wB97M-V/def2-TZVPD" total_charge=+1 lumo_ev=-3.60 e_homo_ha=-0.483 gap_ev=9.551 mol_weight_da=192.2
H -2.12 1.90 0.94
H 1.98 0.87 1.66
C -0.05 -3.48 -1.76
H 1.53 3.48 -1.37
H 1.77 -0.06 0.35
H -1.00 -1.73 0.92
C 0.93 2.58 -1.00
H -1.53 0.47 2.11
C -0.39 -0.91 -0.97
C 0.19 -2.36 -2.63
C -0.69 -1.88 -0.04
H 0.40 0.36 -3.27
H 0.67 -2.35 -3.63
H -0.97 1.88 2.47
C -0.08 1.16 0.69
H -0.85 -3.93 0.15
H 1.15 2.74 1.05
C -0.59 -3.22 -0.49
H 0.15 -4.39 -2.14
H -1.57 1.09 -0.85
O 0.55 1.34 -3.05
N 0.54 2.49 0.31
N -0.01 -1.14 -2.18
C 1.19 0.38 1.12
H 0.88 -0.35 1.76
N 0.60 1.60 -1.74
C -0.62 0.52 -0.63
C -1.26 1.36 1.59

---

#two
28
Properties=species:S:1:pos:R:3 method="wB97M-V/def2-TZVPD" total_charge=+1 lumo_ev=-4.05 e_homo_ha=-0.444 gap_ev=8.020 mol_weight_da=192.2
H -4.84 0.90 0.77
C -3.80 0.49 0.55
H -2.22 -2.49 0.63
H -0.32 2.47 -0.32
H 1.28 0.26 -1.75
H -0.52 1.84 -1.92
C -0.06 -1.29 -0.29
H 1.89 1.47 -0.53
C -3.62 -0.85 0.80
H -4.34 -1.55 1.08
C -0.37 1.48 -0.79
H 4.00 0.75 2.34
N 2.15 -0.92 0.36
H -2.97 2.36 -0.25
H 4.23 -0.02 -0.52
H 0.53 0.04 1.08
H 0.08 -2.16 0.28
C 4.01 0.60 1.29
C -2.40 -1.49 0.48
N 0.95 -0.32 0.23
O 2.96 -0.90 -0.83
H -0.01 -1.47 -1.32
C -2.76 1.34 0.03
C -1.54 0.70 -0.29
N 4.65 0.38 0.35
C -1.39 -0.70 0.03
H 3.44 -1.77 -0.74
C 0.98 0.83 -0.76

---

Bottom line: #one, by a margin of 2.350 eV.

---

#one
15
Properties=species:S:1:pos:R:3 method="wB97M-V/def2-TZVPD" lumo_ev=0.94 e_homo_ha=-0.346 gap_ev=10.369 smiles="C[C@H]1C[C@@H]1SC=O" mol_weight_da=116.2
H 1.14 1.09 -2.09
H -0.58 0.38 -2.13
H 1.74 2.78 -0.18
O 0.00 -3.24 0.73
C 0.69 3.07 -0.17
C 0.15 -2.20 0.20
C 0.34 0.54 -0.09
S -0.70 -0.70 0.74
H 0.89 -2.02 -0.62
H -1.28 2.07 -0.42
C -0.22 1.88 -0.48
H 0.53 3.82 -0.96
H 0.57 3.50 0.87
C 0.19 0.87 -1.56
H 1.30 0.63 0.43

---

#two
15
Properties=species:S:1:pos:R:3 method="wB97M-V/def2-TZVPD" lumo_ev=0.95 e_homo_ha=-0.280 gap_ev=8.567 smiles="CC1=CS[C@H](C)O1" mol_weight_da=116.2
H -2.37 -1.98 0.06
C -0.70 -0.78 -0.08
H 1.06 2.71 -0.07
C 0.20 -1.72 0.24
S 1.85 -1.09 0.18
H 1.13 1.59 1.34
C 1.13 0.63 -0.36
H -2.56 -0.57 -1.08
O -0.27 0.51 -0.24
C -2.21 -0.88 -0.07
H -2.72 -0.39 0.69
C 1.53 1.80 0.36
H 1.25 0.73 -1.46
H 0.08 -2.69 0.38
H 2.60 2.14 0.12

---

Bottom line: #one, by a margin of 0.381 eV.

---

#one
8
Properties=species:S:1:pos:R:3 method="wB97M-V/def2-TZVPD" lumo_ev=-1.09 e_homo_ha=-0.406 gap_ev=9.962 smiles="O=Cc1nnon1" mol_weight_da=99.0
H 0.91 -0.26 1.90
C -0.11 -0.03 0.08
N -1.04 0.56 -1.61
C 0.60 -0.84 1.06
N -1.05 -0.43 -0.80
N 0.27 1.31 -0.12
O -0.34 1.74 -1.12
O 0.76 -2.07 0.61

---

#two
8
Properties=species:S:1:pos:R:3 method="wB97M-V/def2-TZVPD" lumo_ev=-2.25 e_homo_ha=-0.390 gap_ev=8.349 mol_weight_da=99.0
C 0.15 0.15 -0.39
N 0.39 -0.79 -1.60
C -0.37 0.27 -1.79
N 1.98 0.33 -1.51
H -0.37 -0.01 0.50
N 1.43 0.71 -0.40
O -1.26 0.91 -2.25
O 1.97 1.42 0.43

---

Bottom line: #one, by a margin of 2.407 eV.

---

#one
10
Properties=species:S:1:pos:R:3 method="wB97M-V/def2-TZVPD" lumo_ev=0.56 e_homo_ha=-0.284 gap_ev=8.284 smiles="OC(F)=C=NCF" mol_weight_da=107.1
H -0.74 -2.54 0.10
N -0.38 -0.52 0.35
F 0.54 2.72 0.26
C 0.73 1.65 -0.59
C 0.23 0.51 -0.03
C -0.84 -1.86 1.01
F 0.03 -2.35 1.93
H 0.87 2.29 -2.50
O 1.40 1.74 -1.75
H -1.86 -1.66 1.23

---

#two
10
Properties=species:S:1:pos:R:3 method="wB97M-V/def2-TZVPD" lumo_ev=0.86 e_homo_ha=-0.398 gap_ev=11.690 smiles="FC1=NC[C@H](F)O1" mol_weight_da=107.1
F 2.73 -0.53 0.15
H -1.19 -1.19 0.48
H -1.14 0.92 1.13
C -0.71 -0.65 -0.33
C -0.48 0.82 0.35
N 0.62 -1.15 -0.58
H -1.29 -0.46 -1.17
C 1.43 -0.36 -0.03
O 0.91 0.84 0.55
F -0.88 1.76 -0.54

---

#three
10
Properties=species:S:1:pos:R:3 method="wB97M-V/def2-TZVPD" lumo_ev="-2.61 / -2.52" e_homo_ha="-0.376 / -0.389" gap_ev="7.620 / 8.076" mol_weight_da=107.1
H 0.88 1.43 0.05
H -1.36 -1.60 0.88
C 0.53 -1.20 -0.69
N 1.32 -1.82 -1.24
F -0.51 1.37 -1.55
O -1.16 -0.67 0.95
C -0.26 -0.30 0.09
H -1.02 1.75 0.23
C -0.14 1.19 -0.20
F 1.70 -0.16 1.49

---

#four
10
Properties=species:S:1:pos:R:3 method="wB97M-V/def2-TZVPD" lumo_ev=0.55 e_homo_ha=-0.331 gap_ev=9.551 smiles="O=CNC=C(F)F" mol_weight_da=107.1
H -0.23 -1.89 0.44
H -1.84 1.64 -1.08
F 2.01 0.52 0.58
C -0.86 1.29 -0.64
C 1.33 -0.60 0.63
O 0.08 2.02 -0.49
C 0.09 -0.85 0.25
H -1.76 -0.51 -0.52
F 2.07 -1.57 1.15
N -0.90 -0.04 -0.32

---

Bottom line: #four, by a margin of 0.069 eV.